1.
# C3H3NOS

A 2-piece molecular cluster, C3H3NOS overall at a distorted geometry (the ωB97M-V functional and the def2-TZVPD basis, the OMol25 dataset).

Each line ends with the Mulliken charge.
Atoms and positions in Å:
N -1.27 -0.19 0.95  -0.376
C -0.19 0.19 0.84  0.290
C 0.96 0.92 0.57  -0.679
C 1.89 0.67 1.43  0.744
O 2.72 0.43 2.17  -0.279
H 1.04 1.58 -0.28  0.338
S -1.31 -0.95 -2.27  -0.420
H -2.62 -0.47 -1.88  0.193
H -1.23 -2.17 -1.53  0.187

Summary:
ΔE to the lowest compared entry with this formula, charge and spin = 1.653 eV
HOMO = -9.4 eV
SMILES = N#CC=C=O.S
Gap between HOMO and LUMO = 9.65 eV

=====

2.
# C13H43O16P3

A 7-piece molecular cluster, C13H43O16P3 overall at a distorted geometry (the ωB97M-V functional and the def2-TZVPD basis, the OMol25 dataset).

Each line ends with the Mulliken charge.
Atoms and positions in Å:
C -0.74 -4.83 -2.35  -0.631
O 0.48 -5.19 -1.67  -0.277
P 0.64 -5.28 -0.08  0.548
O -0.41 -6.04 0.64  -0.721
O 2.15 -5.84 0.13  -0.412
C 3.34 -5.24 -0.40  -0.233
O 0.67 -3.68 0.33  0.299
C 0.96 -3.35 1.68  -0.502
H -1.61 -4.90 -1.71  0.329
H -0.85 -5.43 -3.26  0.251
H -0.62 -3.78 -2.63  0.220
H 3.50 -5.64 -1.40  0.309
H 4.23 -5.53 0.17  0.323
H 3.33 -4.15 -0.38  -0.120
H 1.98 -2.97 1.68  0.258
H 0.80 -4.15 2.41  0.475
H 0.27 -2.56 1.96  -0.248
C -6.47 4.80 2.36  -0.716
O -5.67 3.81 1.81  -0.265
P -5.55 3.65 0.21  0.810
O -6.56 2.82 -0.46  -0.680
O -4.03 3.08 0.00  -0.084
C -3.77 1.71 0.37  -0.613
O -5.46 5.18 -0.30  -0.327
C -5.27 5.47 -1.71  -0.702
H -5.77 5.36 2.98  0.264
H -7.12 4.32 3.09  0.285
H -7.05 5.48 1.73  0.330
H -3.09 1.62 1.21  0.214
H -3.34 1.24 -0.52  0.228
H -4.61 1.10 0.70  0.407
H -4.43 6.14 -1.87  0.267
H -6.20 5.88 -2.12  0.280
H -5.12 4.57 -2.31  0.311
C 5.74 -2.64 -0.18  -0.818
O 5.10 -1.38 -0.37  -0.405
P 4.09 -1.16 -1.66  0.760
O 3.49 -2.47 -2.15  -0.663
O 5.05 -0.31 -2.66  -0.384
C 5.50 1.02 -2.26  -0.565
O 3.00 -0.11 -1.08  0.228
C 2.78 -0.14 0.36  0.106
H 5.59 -3.36 -0.98  0.371
H 5.49 -3.07 0.79  0.275
H 6.81 -2.50 -0.03  0.335
H 5.20 1.75 -3.02  0.262
H 6.58 0.99 -2.12  0.266
H 5.03 1.32 -1.33  0.207
H 1.83 0.37 0.48  -0.118
H 3.57 0.43 0.84  0.407
H 2.77 -1.15 0.79  -0.175
C 1.44 2.39 -2.91  -0.363
O 0.79 3.52 -3.41  -0.562
H 1.68 2.49 -1.85  0.112
H 0.80 1.53 -3.09  0.259
H 2.39 2.22 -3.43  0.243
H -0.13 3.44 -3.13  0.311
C -0.19 3.09 0.97  -0.536
O 0.08 2.08 1.92  -0.513
H -0.25 2.59 0.00  0.081
H -1.01 3.76 1.22  0.308
H 0.65 3.71 0.67  0.412
H 0.48 2.55 2.66  0.291
C -0.61 -0.58 -0.19  -0.108
O -1.18 -0.07 1.00  -0.734
H -0.44 0.30 -0.80  0.193
H 0.33 -1.11 -0.05  -0.350
H -1.31 -1.27 -0.66  0.366
H -0.70 0.73 1.22  0.354
C -1.48 -1.28 4.37  -0.071
O -2.18 -0.39 3.52  -0.488
H -0.80 -1.81 3.70  -0.272
H -0.73 -0.85 5.04  0.261
H -2.17 -1.98 4.84  0.270
H -1.73 -0.34 2.67  0.570

Summary:
ΔE to the lowest compared entry with this formula, charge and spin = 2.008 eV
HOMO = -9.8 eV
SMILES = COP(=O)(OC)OC.COP(=O)(OC)OC.COP(=O)(OC)OC.CO.CO.CO.CO
Gap between HOMO and LUMO = 9.87 eV

=====

3.
# C3H2N2

C3H2N2 as an isolated structure at a distorted geometry (the ωB97M-V functional and the def2-TZVPD basis, the OMol25 dataset).

Each line ends with the Mulliken charge.
Atoms and positions in Å:
C -0.23 -0.40 -0.49  -0.091
C -0.36 0.49 0.47  -0.388
C -2.04 0.21 -1.13  0.024
N -2.67 0.85 -0.24  -0.354
N -1.64 1.05 0.48  -0.025
H 0.19 -1.15 -1.07  0.434
H 0.43 0.74 1.12  0.399

Summary:
ΔE to the lowest compared entry with this formula, charge and spin = 7.130 eV
HOMO (alpha / beta) = -8.8 / -8.8 eV
Gap between HOMO and LUMO (alpha / beta) = 7.32 / 7.28 eV

=====

4.
# C16H17NO

A 2-piece molecular cluster, C16H17NO overall at a distorted geometry (the ωB97M-V functional and the def2-TZVPD basis, the OMol25 dataset).

Each line ends with the Mulliken charge.
Atoms and positions in Å:
C 2.18 0.88 -2.78  -1.496
C -0.08 3.04 -0.66  -0.905
C 0.97 2.27 -1.11  0.032
C -1.25 2.95 -1.45  0.841
C 0.86 1.50 -2.26  0.028
C -1.43 2.24 -2.63  -0.847
C -0.30 1.44 -3.02  -0.409
O -2.36 3.69 -1.10  -0.527
H 0.02 3.77 0.12  0.405
H 1.99 2.48 -0.75  0.554
H -2.23 4.06 -0.22  0.284
H -2.39 2.33 -3.10  0.475
H 2.60 0.47 -1.90  0.386
H 2.68 1.44 -3.56  0.404
H -0.41 0.86 -3.92  0.413
H 1.94 0.00 -3.42  0.389
C 1.33 -0.99 3.71  -1.284
C -0.22 -1.63 0.42  -0.387
C -0.26 -1.62 1.84  1.239
C 0.89 -0.96 2.31  0.652
C 1.55 -0.47 1.18  -0.330
C -2.05 -3.22 0.53  -0.531
C -1.22 -2.39 -0.22  -0.458
C -2.09 -3.20 1.92  -0.629
C -1.18 -2.37 2.61  -0.564
N 0.92 -0.96 0.04  0.148
H -2.81 -3.76 -0.04  0.388
H -1.53 -2.13 -1.22  0.408
H -2.70 -3.79 2.57  0.423
H -1.29 -2.63 3.67  0.272
H 1.24 -0.84 -0.91  0.158
H 2.25 0.39 1.15  0.395
H 0.41 -1.05 4.29  0.345
H 1.84 -0.09 4.07  0.409
H 2.13 -1.74 3.80  0.317

Summary:
ΔE to the lowest compared entry with this formula, charge and spin = 1.450 eV
Spin multiplicity = 2
HOMO (alpha / beta) = -11.1 / -11.1 eV
Total charge = +1
Gap between HOMO and LUMO (alpha / beta) = 7.30 / 4.13 eV

=====

5.
# C6H6IN3OS

One molecule with the formula C6H6IN3OS at a distorted geometry (the ωB97M-V functional and the def2-TZVPD basis, the OMol25 dataset).

Each line ends with the Mulliken charge.
Atoms and positions in Å:
C 1.05 -0.82 -0.02  -0.753
C -1.13 -0.68 -1.00  -0.561
C 1.54 -0.27 -1.17  -0.364
C -0.64 -0.24 -2.24  -0.445
C -0.30 -0.94 0.06  0.299
C 0.76 -0.01 -2.30  -0.168
N 0.38 2.11 2.41  -0.590
N 0.29 0.85 2.55  0.163
N -0.95 0.40 2.17  -0.116
O -2.38 -1.56 1.53  -0.567
S -0.95 -1.30 1.77  0.470
I 1.83 0.83 -3.95  0.080
H 1.54 -0.85 0.91  0.448
H -2.12 -0.76 -0.75  0.563
H 2.57 -0.13 -1.08  0.386
H -1.29 -0.02 -2.96  0.569
H 1.26 2.48 2.61  0.240
H -1.47 0.94 1.45  0.349

Summary:
ΔE to the lowest compared entry with this formula, charge and spin = 0.000 eV
HOMO = -9.3 eV
Gap between HOMO and LUMO = 9.43 eV

=====

6.
# C2H4ClOP

A 2-piece molecular cluster, C2H4ClOP overall at a distorted geometry (the ωB97M-V functional and the def2-TZVPD basis, the OMol25 dataset).

Each line ends with the Mulliken charge.
Atoms and positions in Å:
C 1.45 1.12 -0.96  -0.616
C 1.05 1.10 0.34  0.024
Cl -0.49 0.38 0.79  -0.159
H 0.78 0.78 -1.69  0.243
H 2.41 1.48 -1.33  0.248
H 1.72 1.48 1.17  0.304
O -2.00 -3.08 1.11  -0.409
P -1.97 -2.05 0.07  0.348
H -2.94 -1.22 0.50  0.017

Summary:
ΔE to the lowest compared entry with this formula, charge and spin = 2.471 eV
HOMO = -9.3 eV
SMILES = C=CCl.O=P
Gap between HOMO and LUMO = 8.85 eV

=====

7.
# C13H29BrClN9O23P2

A 10-piece molecular cluster, C13H29BrClN9O23P2 overall at a distorted geometry (the ωB97M-V functional and the def2-TZVPD basis, the OMol25 dataset).

Each line ends with the Mulliken charge.
Atoms and positions in Å:
O -0.80 0.03 5.01  -0.494
C -0.68 0.01 3.84  0.199
O -1.38 -0.87 3.00  -0.236
C -1.70 -0.01 1.96  0.423
O -2.81 0.20 1.54  -0.450
C -0.38 0.67 1.66  0.066
P 0.07 1.19 -0.09  0.460
O 1.35 0.22 -0.38  -0.356
Br 0.86 3.30 -0.07  -0.249
C 0.19 0.80 2.87  0.440
P 1.76 1.63 3.41  0.204
O 1.31 3.20 3.30  -0.418
Cl 3.14 1.36 1.91  -0.193
H 1.13 -0.67 -0.08  0.252
H 2.00 3.70 2.85  0.284
C 6.74 -0.90 4.01  -0.764
N 5.54 -0.04 3.79  0.833
O 4.58 -0.55 3.26  -0.375
O 5.62 1.11 4.17  -0.511
H 6.53 -1.89 3.63  0.247
H 7.57 -0.44 3.47  0.303
H 6.94 -0.92 5.08  0.293
C -4.78 0.96 -1.27  -0.666
N -3.55 1.18 -2.08  0.896
O -2.50 0.72 -1.67  -0.501
O -3.68 1.81 -3.11  -0.497
H -4.51 0.38 -0.39  0.183
H -5.16 1.94 -1.00  0.272
H -5.48 0.42 -1.89  0.304
C -3.05 3.74 -5.29  -0.669
N -2.44 5.03 -5.70  0.943
O -2.14 5.83 -4.84  -0.558
O -2.28 5.21 -6.89  -0.571
H -3.12 3.73 -4.21  0.238
H -4.02 3.68 -5.74  0.350
H -2.40 2.94 -5.64  0.320
C 3.82 -3.36 -0.26  -0.966
N 2.61 -2.79 0.39  0.990
O 2.73 -2.34 1.51  -0.398
O 1.57 -2.81 -0.23  -0.617
H 4.65 -3.26 0.42  0.240
H 3.61 -4.40 -0.48  0.397
H 4.00 -2.79 -1.17  0.396
C -4.50 6.85 -2.60  -0.682
N -4.82 5.61 -1.85  0.919
O -4.89 4.57 -2.48  -0.493
O -4.98 5.71 -0.65  -0.560
H -4.38 6.60 -3.65  0.239
H -5.33 7.54 -2.45  0.289
H -3.58 7.26 -2.19  0.296
C -3.66 -0.06 -6.49  -0.643
N -4.92 0.70 -6.75  0.888
O -5.86 0.09 -7.23  -0.541
O -4.92 1.87 -6.46  -0.511
H -3.81 -1.09 -6.80  0.311
H -2.88 0.41 -7.08  0.281
H -3.46 0.01 -5.43  0.179
C 2.52 -3.99 4.60  -0.701
N 3.79 -4.49 3.99  0.997
O 4.83 -4.13 4.48  -0.561
O 3.68 -5.24 3.04  -0.558
H 2.77 -3.34 5.43  0.299
H 1.99 -3.44 3.82  0.212
H 1.96 -4.85 4.93  0.310
C -4.24 -1.61 3.72  -0.675
N -5.59 -1.63 4.35  0.908
O -6.56 -1.64 3.62  -0.544
O -5.62 -1.64 5.56  -0.541
H -4.37 -1.60 2.65  0.294
H -3.74 -0.71 4.05  0.266
H -3.71 -2.49 4.05  0.279
C 8.09 -4.93 -0.54  -0.761
N 6.84 -4.18 -0.87  0.867
O 5.90 -4.81 -1.31  -0.521
O 6.86 -2.98 -0.69  -0.482
H 7.92 -5.97 -0.76  0.312
H 8.88 -4.52 -1.15  0.290
H 8.29 -4.77 0.51  0.294

Summary:
HOMO = -8.8 eV
SMILES = O=C1OC(=O)C(P(O)Br)=C1P(O)Cl.C[N+](=O)[O-].C[N+](=O)[O-].C[N+](=O)[O-].C[N+](=O)[O-].C[N+](=O)[O-].C[N+](=O)[O-].C[N+](=O)[O-].C[N+](=O)[O-].C[N+](=O)[O-]
Gap between HOMO and LUMO = 7.31 eV

=====

8.
# C4H16N8O4Sn

C4H16N8O4Sn as an isolated structure at a distorted geometry (the ωB97M-V functional and the def2-TZVPD basis, the OMol25 dataset).

Each line ends with the Mulliken charge.
Atoms and positions in Å:
Sn 0.75 0.01 -0.17  1.697
C -0.37 5.39 -1.07  0.603
O -0.38 4.16 -0.99  -0.643
N -1.01 6.11 -1.98  -0.429
N 0.51 6.13 -0.40  -0.387
H -1.59 5.51 -2.55  0.231
H -1.29 7.06 -1.80  0.239
H 0.61 7.08 -0.71  0.207
H 1.25 5.65 0.10  0.213
C 5.20 -1.94 2.11  0.643
O 4.02 -1.90 1.94  -0.610
N 6.11 -1.19 1.56  -0.349
N 5.85 -2.68 2.97  -0.399
H 5.83 -0.25 1.32  0.198
H 7.03 -1.46 1.87  0.191
H 6.83 -2.53 3.18  0.161
H 5.31 -3.28 3.58  0.218
C -4.22 1.31 -0.35  0.675
O -3.36 0.52 -0.83  -0.622
N -3.98 2.36 0.38  -0.368
N -5.48 1.07 -0.40  -0.410
H -4.79 2.78 0.80  0.203
H -3.12 2.37 0.90  0.197
H -5.77 0.38 -1.08  0.252
H -6.18 1.78 -0.22  0.209
C -0.89 -5.08 -0.73  0.677
O -0.85 -3.95 -0.25  -0.630
N -0.15 -5.51 -1.69  -0.427
N -1.65 -6.10 -0.38  -0.416
H -0.59 -6.25 -2.22  0.217
H 0.42 -4.79 -2.11  0.213
H -1.50 -7.02 -0.75  0.222
H -2.53 -5.75 -0.02  0.223

Summary:
ΔE to the lowest compared entry with this formula, charge and spin = 4.954 eV
HOMO = -14.7 eV
Total charge = +2
Gap between HOMO and LUMO = 3.41 eV